(1)
2 unconnected molecules or ions with the total composition C2H3N2O2, computed with ωB97M-V/def2-TZVPD.

Values from the calculation:
- Frontier orbital gap (spin up / spin down): 5.26 / 7.54 eV
- 2S+1: 3
- E_LUMO (spin up / spin down): -7.04 / -8.64 eV
- Energy relative to the best compared isomer or geometry (same formula, charge and spin): 58.1 kcal/mol
- Total charge: +1
- Molecular weight: 87.06 g/mol
- HOMO (spin up / spin down): -12.297 / -16.183 eV

Each line ends with the Löwdin spin population.
CARTESIAN COORDINATES (ANGSTROEM)
H -2.17158 0.56680 -0.73311  0.0960
O 2.47566 0.68693 -0.66532  0.0889
N 1.83828 1.05913 0.12823  0.1308
H -1.45977 -1.45765 0.51287  0.0214
O -0.30714 1.21912 -1.05129  0.7299
C -1.08193 0.49477 -0.54873  0.4668
N 0.54304 -0.62148 0.69833  0.2122
H 0.81724 -1.28109 1.33243  0.0126
C -0.65379 -0.66652 0.32659  0.2414

=====

(2)
2 unconnected molecules or ions with the total composition C4H6N2O, computed with ωB97M-V/def2-TZVPD.

Values from the calculation:
- SMILES string: CC=C=N.N=C=O
- Frontier orbital gap: 9.29 eV
- E_LUMO: 0.72 eV
- Energy relative to the best compared isomer or geometry (same formula, charge and spin): 69.2 kcal/mol
- Total charge: 0
- Molecular weight: 98.10 g/mol
- HOMO: -8.566 eV

Each line ends with the natural charge from an NBO analysis.
CARTESIAN COORDINATES (ANGSTROEM)
C -0.20017 -0.47818 -0.00767  0.3882
C -2.50151 0.46997 -0.11739  -0.5821
H -2.61425 1.38151 -0.50881  0.2064
C 2.69034 0.54100 0.05618  0.8670
H -0.83101 1.23051 0.86179  0.2148
O 1.93152 1.36955 -0.23138  -0.5062
H -3.11154 0.35549 0.78896  0.2114
H 3.58857 -1.23954 0.09776  0.4246
H 0.85739 -1.92612 -0.76009  0.3564
N 0.27553 -1.61229 0.00888  -0.6562
N 3.58963 -0.24488 0.21509  -0.7810
C -1.07217 0.41057 0.39801  -0.3509
H -2.60235 -0.25759 -0.80132  0.2076

=====

(3)
3 unconnected molecules or ions with the total composition C33H52BrN5O5S, computed with ωB97M-V/def2-TZVPD.

Values from the calculation:
- SMILES string: CCCCc1cc2nc(C[C@H](C)O)c(CCCCCCCSc3nnco3)nc2c(OC#N)c1Br.CCOCC.CCOCC
- Frontier orbital gap: 6.95 eV
- E_LUMO: -1.39 eV
- Total charge: 0
- Molecular weight: 710.78 g/mol
- HOMO: -8.338 eV

Each line ends with the Löwdin charge.
CARTESIAN COORDINATES (ANGSTROEM)
C 9.86210 1.65407 -0.70943  -0.0822
H -2.21917 0.90564 1.47700  0.0871
H -2.96748 3.54574 -1.04755  0.1175
H 3.25883 -0.71548 -0.11467  0.1114
H -2.50044 2.22598 2.79274  0.0874
C 5.30882 -1.70243 -0.33130  -0.2500
H -2.25270 8.34711 2.72916  0.0642
C -3.80442 2.56155 0.83033  -0.3590
C -5.70121 -1.36674 -2.53756  -0.1955
H 6.38429 -1.42494 -0.70572  0.0969
H -6.48122 -0.79457 -3.23721  0.1108
H 10.45686 -2.05433 1.41840  0.0831
H -5.53349 -0.47561 4.28508  0.1352
C -1.15314 -1.11585 -2.19010  -0.0684
H -5.23694 -6.52565 -1.36950  0.1142
H -3.96858 3.67690 1.21975  0.1466
O 8.88272 -0.55355 -0.22358  -0.1844
C 1.19890 0.38320 -1.93310  0.0398
C -6.16114 -4.03074 -1.94384  -0.2350
H -6.66888 -2.22894 -0.55021  0.0972
H -0.35357 6.81003 3.47148  0.1051
C 3.79116 -0.63386 -2.37649  -0.1859
H 1.74962 1.40075 -1.64472  0.1120
H 3.95393 0.44419 -2.84106  0.1144
H -7.75318 -2.40956 -2.12536  0.1129
H 11.38318 -0.61806 0.98587  0.0649
H -3.80969 -5.93760 1.47099  0.0967
H 4.75834 -0.83308 1.75808  0.0779
C 9.12594 0.75957 0.27491  -0.2758
H -5.02433 1.91267 2.25831  0.1139
H -4.95211 -1.89543 -3.26523  0.1046
O -6.11188 -2.35429 2.88325  -0.1318
C -1.55153 6.28845 1.05974  -0.2783
C -5.04084 -0.23821 -1.54951  -0.1413
C -4.78025 -6.00831 0.82049  -0.4552
O -4.93784 1.72721 1.26103  -0.1317
C -5.24997 -1.50973 3.77404  -0.0452
O -1.65770 5.66226 2.33625  -0.1797
N -3.90442 -2.23519 3.97982  -0.0511
C -4.63086 -4.30265 -1.35357  -0.2329
C -1.39849 6.48604 3.47032  -0.2756
H 8.14682 1.20152 0.48567  0.1173
C 10.03163 -1.32331 -0.57047  -0.2753
H -3.89525 -4.06011 -2.25154  0.0977
H 6.22886 -2.04041 1.80912  0.0748
C -1.04540 -4.44882 -1.79006  -0.1430
H 11.82036 -2.18009 0.28302  0.0783
O -0.89590 -3.64189 -3.03762  -0.1069
C -2.34061 7.67368 3.58390  -0.0821
H 4.39093 -1.47533 -2.94774  0.0942
H -3.37813 -6.27838 -0.96066  0.0956
H 9.99084 2.65775 -0.29076  0.0784
H 9.66456 -2.29383 -0.92457  0.1199
C -3.59467 2.55813 -0.80970  -0.0932
N -2.64013 -1.31833 -2.13145  0.1029
C 10.97857 -1.55458 0.59501  -0.0819
C 2.15204 -0.87889 -2.37377  -0.1494
H 4.60138 0.56859 -0.49890  0.1172
H -5.61996 0.76287 -1.72714  0.1064
C -2.42739 2.04726 1.62821  -0.0825
C -0.17099 6.85729 0.77859  -0.0788
C -0.20882 -2.37480 -2.67287  -0.1233
H -2.12049 8.25054 4.48833  0.0787
H -5.26962 -0.55865 -0.42542  0.1199
S -6.03523 -4.79798 1.50521  0.8637
H 5.00736 -2.73737 -0.80538  0.1027
C 1.43876 -2.33227 -2.79078  -0.4381
H 10.85256 1.26451 -0.95245  0.0643
H -0.13531 7.29086 -0.22538  0.0791
N -1.15339 1.57978 -1.39053  0.0945
H 9.65299 0.70905 1.23224  0.1051
C -4.46358 -5.84367 -0.77973  -0.2442
H -3.38259 7.33337 3.62676  0.0827
H -1.77449 5.51806 0.31219  0.1051
N -0.75410 -5.23406 -0.78676  0.1270
H -1.52513 5.85235 4.35396  0.1189
H -5.24802 -7.09614 0.95798  0.0975
H -4.43730 -3.47765 -0.53172  0.1022
C -0.46876 0.31423 -1.82536  -0.1261
H -4.58629 2.65707 -1.42274  0.1127
H -6.11554 -4.30242 -3.08942  0.1135
H -2.32518 7.05555 0.95058  0.1062
C -5.22885 -3.51446 2.61418  -0.4512
H 0.10287 7.63858 1.49142  0.0657
Br 2.59473 -3.86299 -3.35695  0.6368
C -3.39254 -0.09425 -1.69250  -0.0679
H 9.30151 1.73245 -1.64909  0.0835
H -6.96655 -4.76170 -1.45139  0.1050
N -3.85720 -3.44661 3.25707  -0.0161
C 5.17484 -1.85057 1.30649  -0.1514
C -6.63945 -2.46910 -1.69958  -0.2029
H -1.49918 2.66042 1.25436  0.0790
H 10.55162 -0.86385 -1.41745  0.1052
H 0.58820 6.07070 0.84782  0.0843
H 4.41241 -2.74356 1.51280  0.0896
C -2.62833 1.29515 -1.32806  -0.1043
C 4.23135 -0.52032 -0.77434  -0.2219

=====

(4)
13 unconnected molecules or ions with the total composition H26O13, computed with ωB97M-V/def2-TZVPD.

Values from the calculation:
- Frontier orbital gap: 8.65 eV
- E_LUMO: -0.41 eV
- Energy relative to the best compared isomer or geometry (same formula, charge and spin): 121.4 kcal/mol
- Total charge: 0
- Molecular weight: 234.19 g/mol
- HOMO: -9.059 eV

Each line ends with the natural charge from an NBO analysis.
CARTESIAN COORDINATES (ANGSTROEM)
H 1.34385 2.40943 -1.25274  0.4977
H 1.46195 -1.54706 0.15986  0.4522
O -2.64842 -0.38372 3.26562  -0.9325
O -0.92927 0.65738 -4.39444  -0.9360
H -3.39851 -0.87340 2.90986  0.4600
O -1.92418 -2.10375 1.06006  -0.9609
H -1.58820 0.85794 -3.72022  0.4615
H -1.35957 -2.22888 0.28899  0.4903
H 1.30180 -0.34892 4.83528  0.4684
H -0.48241 -0.12810 -4.05930  0.4762
O 2.22040 1.65850 -4.04731  -0.9747
O -2.75660 0.97835 0.48560  -0.9282
H 2.73756 0.33433 0.02696  0.4797
O -0.38103 -1.76987 4.46768  -0.9456
O 0.96989 -1.21510 -0.59953  -0.9291
H 0.75996 0.99347 0.90498  0.4650
H -2.49688 -2.87899 1.05965  0.4736
H 0.11059 2.25049 -2.12673  0.4776
H -2.06809 -0.39509 -0.36244  0.4857
H -2.72411 -0.41426 -1.73332  0.4655
O 0.97603 2.67414 -2.10340  -0.9451
H 0.74466 -2.00861 -1.09812  0.4782
H 4.03621 0.45282 -0.75376  0.4797
H -3.41292 1.67904 0.57083  0.4824
H 2.03162 1.92414 -3.14023  0.4711
H -3.24852 0.17178 0.67652  0.4560
O 1.98377 0.31910 4.70239  -0.9475
O 0.42780 1.46985 0.13575  -0.9582
H 2.51272 -1.17811 -2.12585  0.4571
H -0.80427 -1.83765 3.60439  0.4973
H 0.55820 -1.87234 4.27708  0.4516
H 1.72032 1.04192 5.28301  0.4742
O -1.86498 -0.33894 -1.30297  -0.9634
H 2.28683 0.31711 -2.27860  0.4944
H -2.93584 -0.12278 4.14783  0.4737
H 1.90058 0.75064 -4.09719  0.4675
O 1.85006 -0.53364 -2.39882  -0.9732
H 0.00999 0.78675 -0.40072  0.5003
O 3.07900 0.45203 -0.86666  -0.9422

=====

(5)
A molecular structure, C2H3FNiO2P, computed with ωB97M-V/def2-TZVPD.

Values from the calculation:
- Frontier orbital gap (spin up / spin down): 7.61 / 7.20 eV
- 2S+1: 4
- E_LUMO (spin up / spin down): -0.21 / -1.13 eV
- Total charge: 0
- Molecular weight: 167.71 g/mol
- HOMO (spin up / spin down): -7.823 / -8.332 eV

Each line ends with the Löwdin spin population.
CARTESIAN COORDINATES (ANGSTROEM)
H 0.90181 0.75154 1.75667  -0.0017
C -0.21500 1.28533 0.04726  0.0041
Ni 0.67082 -0.84586 -1.44585  1.4754
C 0.13443 0.28649 1.10950  0.0181
H -0.62499 2.26185 0.35908  0.0017
F 0.02690 -1.57830 -2.94245  0.0969
P -0.58769 -2.38976 -0.01089  1.2475
O 0.60561 -0.88533 0.52634  0.1109
H -0.76307 0.12502 1.73742  0.0085
O -0.14883 0.98902 -1.13710  0.0385

=====

What did the first record say?
2 unconnected molecules or ions with the total composition C2H3N2O2, computed with ωB97M-V/def2-TZVPD.

Values from the calculation:
- Frontier orbital gap (spin up / spin down): 5.26 / 7.54 eV
- 2S+1: 3
- E_LUMO (spin up / spin down): -7.04 / -8.64 eV
- Energy relative to the best compared isomer or geometry (same formula, charge and spin): 58.1 kcal/mol
- Total charge: +1
- Molecular weight: 87.06 g/mol
- HOMO (spin up / spin down): -12.297 / -16.183 eV

Each line ends with the Löwdin spin population.
CARTESIAN COORDINATES (ANGSTROEM)
H -2.17158 0.56680 -0.73311  0.0960
O 2.47566 0.68693 -0.66532  0.0889
N 1.83828 1.05913 0.12823  0.1308
H -1.45977 -1.45765 0.51287  0.0214
O -0.30714 1.21912 -1.05129  0.7299
C -1.08193 0.49477 -0.54873  0.4668
N 0.54304 -0.62148 0.69833  0.2122
H 0.81724 -1.28109 1.33243  0.0126
C -0.65379 -0.66652 0.32659  0.2414